C11H12ClFN2 | ωB97M-V with the def2-TZVPD basis set

Each line ends with the natural charge from an NBO analysis.
Element x y z (Å)
1 C -0.0181 -0.5469 0.5382  0.2672
2 C -4.3740 0.6455 -0.1216  -0.1999
3 C -3.3668 1.6353 -0.0873  -0.3018
4 C -4.0445 -0.6789 -0.1832  -0.2219
5 C -1.6625 -0.0970 0.1460  -0.1013
6 C -2.0421 1.2876 0.1147  0.4004
7 C -2.6297 -1.0532 -0.0472  -0.0814
8 C 1.8595 -1.4105 -1.3255  -0.6762
9 C 2.2606 1.3479 0.9569  -0.3087
10 C 3.9119 0.2299 -0.1797  -0.4095
11 C 1.7309 -0.6652 -0.0405  0.0517
12 N -0.1933 -0.9959 1.6914  -0.6391
13 N 2.5391 0.3530 0.1838  -0.2700
14 F -1.1342 2.2041 0.2701  -0.3044
15 Cl -2.2851 -2.6603 0.1397  0.0664
16 H -5.4352 0.8759 -0.3853  0.2249
17 H -3.5854 2.7262 0.0267  0.2300
18 H -4.6790 -1.4917 -0.3798  0.2229
19 H 2.9372 -1.7112 -1.4122  0.2173
20 H 1.4962 -0.7411 -2.1176  0.2047
21 H 1.1187 -2.3208 -1.1332  0.2379
22 H 3.0237 2.0087 1.0627  0.1719
23 H 1.2048 1.6310 1.0417  0.2048
24 H 0.6650 -1.2030 2.1724  0.3470
25 H 3.8394 0.6844 -1.1042  0.2145
26 H 4.6271 0.8581 0.3070  0.2286
27 H 4.2359 -0.9118 -0.1338  0.2239

Computed properties:
- Max |F|: 0.0809 hartree/bohr
- Energy above the lowest of the compared OMol25 structures with the same formula, charge and spin: 2.385 eV
- HOMO (alpha / beta): -7.00 / -7.00 eV
- Kohn-Sham gap (alpha / beta): 7.6 / 7.6 eV
- Total charge: 0

***

C27H33KN8O6S2 | ωB97M-V with the def2-TZVPD basis set

Each line ends with the Mulliken charge.
Element x y z (Å)
1 K -1.4630 -0.7727 -0.2429  1.0704
2 N -5.4884 3.0049 -2.3524  -0.5524
3 C -4.5960 2.3817 -1.4574  0.5442
4 S -3.5458 1.2133 -2.2076  -0.4428
5 N -4.6668 2.8435 -0.2540  -0.9607
6 N -3.8735 2.3069 0.7415  -0.2449
7 C -4.0613 1.0757 0.9822  -0.5529
8 C -3.4366 0.3812 2.1308  0.5978
9 C -3.7798 -0.9496 2.3374  -0.1759
10 C -3.2090 -1.6540 3.3863  -0.1734
11 C -2.3428 -0.9695 4.2196  -0.5329
12 C -2.0626 0.3633 3.9337  -0.2906
13 N -2.5716 1.0343 2.9176  -0.5938
14 H -5.6261 2.4465 -3.1830  0.2213
15 H -6.3420 3.2921 -1.8961  0.2341
16 H -4.7609 0.4788 0.3848  0.4494
17 H -4.4455 -1.4534 1.6489  0.3327
18 H -3.4133 -2.7121 3.4835  0.4393
19 H -1.8547 -1.4606 5.0510  0.3906
20 H -1.3656 0.9144 4.5590  0.4356
21 O -4.5586 -6.0560 -0.4312  -0.7102
22 C -3.7882 -5.1001 -0.4082  0.2768
23 C -3.1332 -4.4559 -1.5986  0.3931
24 O -3.2870 -4.7856 -2.7747  -0.7652
25 C -2.2740 -3.3671 -1.0868  0.3988
26 C -2.3182 -3.3937 0.3688  0.4176
27 O -1.6247 -2.6670 1.1404  -0.7998
28 C -3.3193 -4.3622 0.8033  0.2962
29 O -3.7029 -4.5537 1.9660  -0.7932
30 O -1.6119 -2.5654 -1.7926  -0.8684
31 C 6.0138 -1.2796 3.2896  -1.0806
32 C 5.7907 0.1741 3.6764  -0.9263
33 N 5.5524 1.0433 2.5401  0.2697
34 C 6.7214 1.7319 2.0084  -0.7606
35 C 6.8853 3.1311 2.5799  -1.1197
36 C 4.3700 1.2794 1.8874  0.1573
37 O 4.3371 2.1273 1.0031  -0.6724
38 C 3.1173 0.4792 2.1680  0.6177
39 C 2.7896 -0.2540 3.3068  0.4560
40 C 1.5834 -0.9300 3.3578  -1.5021
41 C 0.7345 -0.8681 2.2594  -0.3089
42 N 1.0342 -0.1697 1.1680  -0.0026
43 C 2.1845 0.4824 1.1241  -0.7806
44 H 6.2257 -1.8861 4.1700  0.3595
45 H 6.8569 -1.3684 2.6029  0.3671
46 H 5.1366 -1.6905 2.7929  0.2918
47 H 6.6783 0.5711 4.1827  0.4331
48 H 4.9859 0.2747 4.4082  0.4896
49 H 6.6343 1.7759 0.9219  0.4212
50 H 7.5922 1.1150 2.2513  0.4106
51 H 6.0313 3.7462 2.3047  0.3005
52 H 7.7899 3.6017 2.1950  0.3828
53 H 6.9581 3.1022 3.6684  0.2870
54 H 3.4342 -0.3104 4.1742  0.2062
55 H 1.3027 -1.5045 4.2307  0.4520
56 H -0.1972 -1.4158 2.2410  0.5922
57 H 2.3937 1.0265 0.2140  0.5981
58 C -2.0198 -1.2128 -5.6117  -1.5789
59 C -1.7164 -0.6636 -4.2304  0.6959
60 N -0.2869 -0.6007 -3.9505  -0.1110
61 C 0.4769 0.4606 -3.6133  0.2065
62 S 1.8547 0.1360 -2.6890  -0.4806
63 N 0.1830 1.7166 -3.9863  -0.0638
64 C -0.6370 2.2062 -5.0758  -0.1617
65 C -1.6723 3.2107 -4.6033  -0.6892
66 H -3.0941 -1.2079 -5.7809  0.3372
67 H -1.6701 -2.2400 -5.7049  0.3976
68 H -1.5405 -0.6281 -6.4008  0.2943
69 H -2.1499 -1.3178 -3.4663  0.0580
70 H -2.1698 0.3112 -4.0614  -0.2948
71 H 0.0741 -1.4351 -3.5037  0.2814
72 H 0.8158 2.3825 -3.5643  0.2193
73 H -1.1065 1.3637 -5.5761  -0.0439
74 H 0.0338 2.6656 -5.8186  0.3765
75 H -2.3515 2.7667 -3.8739  -0.0627
76 H -2.2469 3.5775 -5.4538  0.3093
77 H -1.1901 4.0657 -4.1313  0.3317

Computed properties:
- Max |F|: 0.0416 hartree/bohr
- Energy above the lowest of the compared OMol25 structures with the same formula, charge and spin: 1.823 eV
- HOMO: -1.32 eV
- Kohn-Sham gap: 4.8 eV
- Total charge: -2

***

C50H57N4 | ωB97M-V with the def2-TZVPD basis set

Each line ends with the Mulliken charge.
Element x y z (Å)
1 C 0.5681 4.0300 0.3244  -0.9032
2 C 1.5822 3.6550 1.3968  1.3396
3 C 2.0960 4.8948 2.1368  -1.9251
4 C 2.6741 2.8101 0.7599  0.5284
5 C 3.8132 3.4238 0.2350  -0.6288
6 C 4.7467 2.6838 -0.4957  -1.3525
7 C 4.5042 1.3392 -0.7616  -0.4315
8 C 3.3513 0.7163 -0.2705  0.4514
9 C 3.0664 -0.7160 -0.7029  2.5009
10 C 4.0888 -1.6764 -0.1083  -1.5906
11 C 3.0112 -0.8430 -2.2292  -1.7302
12 C 2.4760 1.4270 0.5725  -1.3660
13 N 1.2402 0.8068 1.0378  2.1563
14 N 0.1084 1.0283 0.3185  -0.8902
15 N -0.9157 0.5090 1.0634  1.5384
16 C -2.2038 0.2541 0.4381  -0.6222
17 C -2.4116 -0.9836 -0.1957  0.2233
18 C -1.2349 -1.9140 -0.4639  2.2339
19 C -0.4519 -1.3985 -1.6639  -1.2461
20 C -1.6334 -3.3769 -0.6254  -2.1686
21 C -3.6849 -1.2892 -0.6726  -0.7903
22 C -4.7106 -0.3515 -0.6328  -1.5149
23 C -4.4513 0.9173 -0.1323  -0.3766
24 C -3.2146 1.2343 0.4401  0.4016
25 C -3.0204 2.6468 1.0007  0.8541
26 C -4.1649 3.0495 1.9345  -1.4862
27 C -2.8940 3.6561 -0.1421  -1.6510
28 C -0.4014 -0.1601 2.1679  -0.8310
29 C -1.2405 -0.9778 3.0084  0.0488
30 C -0.7235 -2.1788 3.5604  0.3262
31 C -1.5295 -3.0202 4.3262  -0.6912
32 C -2.8569 -2.6752 4.5874  -0.7160
33 C -3.3972 -1.5012 4.0452  -0.8370
34 C -2.6025 -0.6599 3.2752  0.1355
35 C 0.9681 0.0634 2.2094  1.3762
36 C 1.8966 -0.3262 3.1830  -2.0003
37 H 0.1209 3.1251 -0.0997  -0.0059
38 H -0.2316 4.6626 0.7286  0.3937
39 H 1.0558 4.5695 -0.4998  0.3152
40 H 1.0854 3.0242 2.1476  -0.1344
41 H 2.8782 4.6266 2.8565  0.4073
42 H 2.4943 5.6477 1.4454  0.3478
43 H 1.2671 5.3485 2.6920  0.4697
44 H 3.9655 4.4963 0.3800  0.2557
45 H 5.6464 3.1711 -0.8827  0.3835
46 H 5.2063 0.7706 -1.3806  0.3468
47 H 2.0797 -0.9600 -0.2942  -1.2875
48 H 4.1793 -1.5165 0.9724  0.2868
49 H 3.7971 -2.7186 -0.2872  0.3969
50 H 5.0779 -1.5088 -0.5548  0.4272
51 H 2.2614 -0.1576 -2.6451  0.3666
52 H 3.9847 -0.5917 -2.6715  0.3941
53 H 2.7500 -1.8664 -2.5283  0.4591
54 H -0.5860 -1.8514 0.4184  -0.6699
55 H -0.1353 -0.3607 -1.4970  0.1245
56 H 0.4381 -2.0119 -1.8456  0.3576
57 H -1.0819 -1.4239 -2.5642  0.4281
58 H -2.2847 -3.6962 0.1940  0.4488
59 H -2.1473 -3.5490 -1.5767  0.3995
60 H -0.7350 -4.0004 -0.6051  0.4560
61 H -3.8734 -2.2786 -1.0883  0.3481
62 H -5.7056 -0.6072 -1.0050  0.3892
63 H -5.2330 1.6772 -0.1483  0.3707
64 H -2.0830 2.6312 1.5735  0.1435
65 H -4.3829 2.2685 2.6689  0.3115
66 H -3.8955 3.9584 2.4796  0.4400
67 H -5.0820 3.2512 1.3694  0.3426
68 H -2.1085 3.3620 -0.8456  0.3170
69 H -3.8387 3.7217 -0.6984  0.4243
70 H -2.6505 4.6508 0.2470  0.4249
71 H 0.3269 -2.3998 3.3580  -0.0011
72 H -1.1144 -3.9438 4.7344  0.3448
73 H -3.4725 -3.3147 5.2191  0.4131
74 H -4.4405 -1.2365 4.2365  0.4532
75 H -3.0030 0.2727 2.8612  0.4533
76 H 1.4698 -0.6114 4.1362  1.0101
77 H 2.9228 0.0230 3.0721  0.2355
78 C 3.1957 -3.3493 2.6675  -0.6449
79 C 2.5974 -3.6843 3.9631  -1.1064
80 N 1.7916 -4.7533 4.1580  0.3766
81 C 1.5762 -4.9625 5.5199  -0.5180
82 C 2.3054 -3.9836 6.2265  0.5905
83 C 2.4750 -4.1589 7.5939  -0.0024
84 C 1.8017 -5.1924 8.2616  -0.7817
85 C 0.9694 -6.0714 7.5500  -0.6215
86 C 0.8663 -5.9688 6.1532  -0.7994
87 C 2.8497 -3.0543 5.2189  2.1855
88 C 3.4473 -1.8238 5.4305  -0.3977
89 C 3.9291 -1.4183 6.7418  -0.3533
90 C 3.0457 -1.1844 7.8208  -0.7069
91 C 3.5111 -1.0263 9.1194  -0.3919
92 C 4.8843 -1.0071 9.3975  1.0030
93 C 5.3527 -0.8041 10.8179  -1.3553
94 C 5.7790 -1.1739 8.3254  -0.8463
95 C 5.3136 -1.3192 7.0229  -0.5776
96 H 4.2548 -3.0853 2.8353  0.4375
97 H 3.1253 -4.1865 1.9485  0.4626
98 H 2.7051 -2.4590 2.2411  -0.3745
99 H 1.3952 -5.3188 3.4188  0.2994
100 H 3.1514 -3.4980 8.1359  0.4428
101 H 1.9178 -5.3062 9.3437  0.4267
102 H 0.4257 -6.8469 8.0894  0.4019
103 H 0.2330 -6.6239 5.5518  0.4380
104 H 3.6985 -1.2472 4.5493  0.6667
105 H 1.9760 -1.2026 7.6206  0.4349
106 H 2.8027 -0.9644 9.9519  0.4009
107 H 6.4443 -0.8057 10.9036  0.3593
108 H 4.9678 0.1479 11.2061  0.3303
109 H 4.9894 -1.5754 11.5115  0.3160
110 H 6.8545 -1.2136 8.5303  0.3280
111 H 6.0178 -1.4394 6.1948  0.4247

Computed properties:
- Max |F|: 0.0668 hartree/bohr
- Energy above the lowest of the compared OMol25 structures with the same formula, charge and spin: 0.468 eV
- HOMO: -8.55 eV
- Kohn-Sham gap: 4.2 eV
- Total charge: +1